Entry 1:
C8H19N5O | wB97M-V/def2-TZVPD

```
33
C8H19N5O (wB97M-V/def2-TZVPD)
C -3.94175 0.96875 -1.45829
N -2.87600 0.00478 -1.27782
C -1.61410 0.26385 -1.18159
N -0.88742 1.19903 -1.69695
N -0.72280 -0.89785 -0.34418
N -1.37517 -1.22633 0.87223
C -2.03494 -0.18252 1.49719
O -2.05756 0.94445 1.05914
C 0.63583 -0.46582 -0.09196
C 1.34500 -1.71696 0.25440
C 2.82456 -1.56306 0.48983
N 3.17326 -0.51905 1.45847
C 2.39130 0.77458 1.04662
C 0.85815 0.54454 1.06270
H -3.64619 1.99907 -1.35356
H -4.37395 0.85653 -2.41867
H -4.75146 0.74662 -0.73725
H -3.26363 -0.78940 -0.69888
H -1.33071 1.75427 -2.37522
H 0.05760 1.50994 -1.42518
H -1.57077 -2.16576 1.07884
H -2.63434 -0.51259 2.41010
H 0.98903 -0.00276 -1.07972
H 1.34395 -2.36817 -0.64646
H 0.76667 -2.06009 1.10572
H 3.11121 -2.56843 0.91526
H 3.30336 -1.29680 -0.42367
H 2.81815 -0.74643 2.44020
H 4.20678 -0.50497 1.28291
H 2.65231 0.96616 0.05374
H 2.53375 1.51521 1.69913
H 0.61111 0.06730 2.01975
H 0.16469 1.42989 0.85110
```

Its structure (SMILES) is CNC(=[NH2+])N(NC=O)C1CC[NH2+]CC1. The total charge is +2. The largest force on an atom is 0.1210 hartree/bohr. Its energy above the lowest of the compared OMol25 structures with the same formula, charge and spin is 1.588 eV. For the frontier orbital gap, the calculation gives 11.16 eV.

***

Entry 2:
C10H11F18MgN4O13S6 | wB97M-V/def2-TZVPD

```
63
C10H11F18MgN4O13S6 (wB97M-V/def2-TZVPD)
Mg -0.04370 0.31663 -0.46649
C -1.77325 1.06085 -4.32839
F -1.97184 -0.23412 -4.37869
F -1.45834 1.50458 -5.51249
F -2.84711 1.65695 -3.88035
S -0.29434 1.51292 -3.12904
O 0.62499 2.26148 -3.94432
O -0.83112 2.23916 -2.00477
N 0.29758 0.01422 -2.34007
S 1.14516 -0.52001 -3.57887
O 0.65189 -0.23410 -4.91430
O 2.54861 -0.33186 -3.35015
C 0.74133 -2.38496 -3.39047
F -0.53510 -2.62499 -3.19951
F 1.08249 -3.02615 -4.50145
F 1.42414 -2.85220 -2.34398
C -3.21609 0.67232 2.36905
F -4.34848 0.11163 2.81746
F -3.15719 1.88559 2.93315
F -2.21114 -0.12893 2.77109
S -3.13855 0.82444 0.48402
O -4.44861 0.42534 0.05234
O -2.82050 2.17624 0.13211
N -1.89290 -0.30034 0.02644
S -2.49882 -1.80403 0.05927
O -1.50304 -2.78938 -0.31988
O -3.30164 -2.15480 1.19792
C -3.68883 -1.87568 -1.45203
F -3.34289 -2.93536 -2.18606
F -4.95477 -2.04023 -1.12244
F -3.52662 -0.80655 -2.22101
C 3.84061 0.97308 0.24289
F 5.01693 1.42570 -0.16087
F 3.64537 -0.19469 -0.34079
F 3.90127 0.79464 1.55599
S 2.55524 2.30387 -0.24028
O 3.10643 3.48986 0.39339
O 2.55739 2.31517 -1.67677
N 0.95063 1.80653 0.32178
S 0.52133 2.82941 1.51068
O -0.77096 2.33148 1.95355
O 1.50937 2.99808 2.53831
C 0.12192 4.50701 0.63795
F 0.25139 5.47038 1.57391
F 0.87248 4.77865 -0.41694
F -1.15237 4.54466 0.27899
C 1.12337 -3.51237 1.42839
C 0.55121 -2.08965 1.60272
C 0.74177 -1.46620 2.96098
O 2.11920 -1.30051 3.22907
C 2.39897 -0.51355 4.37955
N 1.05229 -1.15995 0.50566
H 1.24766 -3.83733 0.40022
H 0.32540 -4.11406 1.87346
H 2.00646 -3.65321 2.04984
H -0.52699 -2.14224 1.49469
H 0.30097 -2.12548 3.71869
H 0.22201 -0.50286 3.00504
H 3.22064 0.17933 4.20943
H 2.74921 -1.23517 5.12567
H 1.54422 0.02045 4.79476
H 1.42948 -1.73670 -0.24089
H 1.85578 -0.80306 1.01284
```

The total charge is -1. The largest force on an atom is 0.1000 hartree/bohr. Its energy above the lowest of the compared OMol25 structures with the same formula, charge and spin is 0.000 eV. For the frontier orbital gap, the calculation gives 10.72 eV.

***

Entry 3:
C6H10O | wB97M-V/def2-TZVPD

```
17
C6H10O (wB97M-V/def2-TZVPD)
C -1.43821 -0.64043 -0.49658
C -0.46952 -0.03582 0.52079
O -1.10586 -0.08774 1.78591
C -0.10862 1.42638 0.09293
C 1.18481 1.24568 -0.64007
C 1.69111 0.00986 -0.43885
C 0.90208 -0.67648 0.55574
H -1.63283 -1.68869 -0.25306
H -1.03157 -0.56797 -1.51045
H -2.38749 -0.09628 -0.45344
H -0.42489 -0.36291 2.41480
H -0.88907 1.92976 -0.49160
H 0.03132 2.00195 1.01546
H 1.68848 2.05062 -1.16994
H 2.64826 -0.34607 -0.80960
H 0.84599 -2.13200 0.29237
H 0.59306 -2.38790 -0.43204
```

The largest force on an atom is 0.0049 hartree/bohr. Its energy above the lowest of the compared OMol25 structures with the same formula, charge and spin is 4.344 eV. For the frontier orbital gap, the calculation gives 7.95 eV.

***

Entry 4:
C20H21EuN5O6S2 | wB97M-V/def2-TZVPD

```
55
C20H21EuN5O6S2 (wB97M-V/def2-TZVPD)
Eu -1.74467 -0.72948 -0.04675
O -4.55816 1.49515 4.69365
C -4.17151 1.02342 3.66017
C -3.85143 1.78444 2.37059
O -4.17823 2.91399 2.09590
C -3.04663 0.84777 1.55516
C -2.89251 -0.36161 2.24679
O -2.09272 -1.35334 1.85460
C -3.80548 -0.42806 3.38684
O -4.21740 -1.43228 3.93240
O -2.55072 1.09109 0.37386
C 0.93213 -2.38544 -4.65875
N 0.62071 -2.57130 -3.25658
C 1.28334 -3.68149 -2.60335
C -0.22496 -1.79933 -2.59473
C -0.91095 -0.67653 -3.33449
O -0.47936 -1.98931 -1.37905
H 1.68921 -3.10937 -4.95006
H 1.32306 -1.38550 -4.84902
H 0.04700 -2.53871 -5.27581
H 1.02608 -4.60923 -3.11724
H 0.96327 -3.73554 -1.56624
H 2.36539 -3.54451 -2.64005
H -1.65367 -1.08878 -4.02116
H -0.20496 -0.08589 -3.91638
H -1.42397 -0.01501 -2.60921
S 4.04383 1.99977 2.35437
C 2.57304 1.47236 1.59805
C 1.77767 2.24389 0.74572
C 0.66553 1.66633 0.17075
N 0.29176 0.39336 0.37465
C 1.01534 -0.32288 1.26083
C 2.14192 0.16484 1.87581
C 4.35611 3.59084 1.57425
C 4.78976 3.64082 0.25897
C 5.08665 4.89051 -0.26956
N 4.98069 6.00976 0.42099
C 4.57503 5.94932 1.67386
C 4.24722 4.75677 2.31226
H 2.02323 3.27246 0.53351
H 0.02428 2.24600 -0.48590
H 0.66553 -1.34063 1.46449
H 2.69895 -0.44360 2.57012
H 4.89899 2.73982 -0.32241
H 5.43951 4.99430 -1.28628
H 4.51557 6.89258 2.20003
H 3.92299 4.73700 3.34061
N -3.42970 -3.66425 1.22191
C -4.03865 -3.57614 0.04601
N -4.79354 -4.58092 -0.39830
S -3.85243 -2.22242 -0.97495
H -3.59912 -4.45288 1.83226
H -2.97327 -2.83631 1.64989
H -4.99990 -5.38435 0.17497
H -5.28985 -4.47152 -1.26799
```

The multiplicity is 8. The expectation value of S² is 15.761. The largest force on an atom is 0.1015 hartree/bohr. Its energy above the lowest of the compared OMol25 structures with the same formula, charge and spin is 0.558 eV. For the frontier orbital gap (alpha / beta), the calculation gives 5.32 / 7.17 eV.

***

Entry 5:
C40H46BrFeN3O3PSTe | wB97M-V/def2-TZVPD

```
97
C40H46BrFeN3O3PSTe (wB97M-V/def2-TZVPD)
Fe -0.51346 0.30512 -0.62093
Br 2.33009 -8.05252 3.57010
C 2.72286 -7.47767 1.83269
C 4.04329 -7.32373 1.42392
C 4.32504 -6.70056 0.22669
C 3.27573 -6.25033 -0.60485
C 1.92438 -6.51965 -0.23909
C 1.66457 -7.09190 0.99846
N 3.60783 -5.44042 -1.64599
N 2.60325 -5.11210 -2.41166
C 1.98054 -3.96716 -2.36123
C 1.01499 -3.72914 -3.36995
C 0.23178 -2.60969 -3.38964
C 0.24471 -1.65453 -2.38233
O -0.43960 -0.54672 -2.35266
C 1.13914 -1.90876 -1.28149
N 1.07922 -1.01279 -0.28399
C 1.87787 -1.14404 0.79697
C 2.79929 -2.13472 0.89129
C 2.89435 -3.08375 -0.13657
C 1.99930 -3.02480 -1.22725
H 4.81870 -7.65217 2.07415
H 5.32556 -6.43172 -0.08546
H 1.08915 -6.22291 -0.87591
H 0.63140 -7.17222 1.24875
H 0.90973 -4.51110 -4.12655
H -0.44165 -2.44026 -4.20913
H 1.75446 -0.39560 1.59527
H 3.49234 -2.22895 1.71714
H 3.65481 -3.83930 -0.09169
C 6.16503 2.15693 3.37454
C 5.12828 2.21458 2.28750
C 4.16590 3.19997 2.26919
C 3.24213 3.25888 1.25358
C 2.14705 4.27231 1.21411
C 3.34249 2.34725 0.17014
Te 1.87622 2.51181 -1.41147
C 4.31069 1.36025 0.16846
C 4.43748 0.37995 -0.95146
C 5.22200 1.31495 1.23813
H 7.17467 2.31289 3.01117
H 6.14165 1.22796 3.95551
H 5.99788 2.95945 4.09425
H 4.16949 3.92719 3.05193
H 2.07961 4.84189 2.10665
H 1.19079 3.76317 1.07630
H 2.24481 4.96794 0.38368
H 3.45571 0.12450 -1.36903
H 4.94652 -0.52131 -0.59901
H 5.01588 0.82402 -1.77529
H 5.92787 0.52125 1.24545
C -5.44649 1.03397 -0.23878
C -3.95829 1.12216 0.03696
C -3.78916 0.52909 1.44287
P -2.77221 0.36283 -1.19607
C -3.27902 -1.39275 -1.62818
C -3.15667 -2.22324 -0.36343
C -4.60357 -1.57739 -2.32785
C -2.91130 1.30438 -2.77235
C -4.29865 1.72902 -3.24481
C -2.02757 2.54855 -2.77694
H -5.89833 1.71244 0.45668
H -5.76291 0.00076 -0.08566
H -5.78291 1.30923 -1.24662
H -3.63992 2.15960 0.10485
H -4.29548 -0.43947 1.56653
H -4.24309 1.20822 2.17644
H -2.79232 0.34192 1.72985
H -2.49175 -1.70819 -2.30146
H -4.05161 -2.11153 0.26785
H -2.38962 -1.81638 0.29100
H -2.89284 -3.26326 -0.54322
H -5.42505 -1.18964 -1.72381
H -4.81417 -2.61167 -2.49485
H -4.61133 -1.05053 -3.32689
H -2.50528 0.58842 -3.50212
H -4.67804 2.51250 -2.57453
H -5.10736 0.97954 -3.29451
H -4.21572 2.16371 -4.27998
H -2.41514 3.36517 -2.14534
H -1.89555 2.92209 -3.80144
H -1.01937 2.32252 -2.39244
O -2.95594 7.37342 2.00410
C -3.40942 6.27790 2.64697
O -4.30300 6.36529 3.44208
C -2.65126 5.02926 2.29006
C -2.54620 4.02508 3.24503
C -1.82882 2.87342 2.96780
C -1.31480 2.62749 1.68956
S -0.28396 1.21635 1.40979
C -1.50522 3.56332 0.69690
C -2.15610 4.78189 1.00527
H -2.14029 7.19265 1.48958
H -3.04944 4.18819 4.18926
H -1.69441 2.10737 3.73947
H -1.15875 3.44016 -0.31045
H -2.25347 5.51440 0.20946
```

The multiplicity is 6. The expectation value of S² is 8.918. The largest force on an atom is 0.0428 hartree/bohr. Its energy above the lowest of the compared OMol25 structures with the same formula, charge and spin is 0.171 eV. For the frontier orbital gap (alpha / beta), the calculation gives 6.63 / 5.88 eV.

***

Entry 6:
C3H5GdO3 | wB97M-V/def2-TZVPD

```
12
C3H5GdO3 (wB97M-V/def2-TZVPD)
H 2.05331 -3.82528 1.22360
O 0.12199 -3.23641 1.11067
C 0.98300 -4.08819 1.26216
H 0.69247 -5.13188 1.45983
O 0.07975 1.19695 1.26109
Gd -0.27117 -1.05666 0.33856
O -0.92086 2.08896 1.24171
C -0.57197 3.30567 1.59460
C -1.57789 4.21311 1.76129
H 0.48901 3.46744 1.79410
H -1.33073 5.26818 1.85732
H -2.62050 3.90904 1.66661
```

The multiplicity is 9. The expectation value of S² is 20.458. The total charge is +3. The largest force on an atom is 0.0458 hartree/bohr. Its energy above the lowest of the compared OMol25 structures with the same formula, charge and spin is 0.030 eV. For the frontier orbital gap (alpha / beta), the calculation gives 8.04 / 5.95 eV.

***

| no. | electronic energy (eV) |
| --- | --- |
| 1 | -18084.2850 |
| 2 | -162498.6079 |
| 3 | -8426.8960 |
| 4 | -81815.4848 |
| 5 | -184685.2511 |
| 6 | -30130.0860 |